A cluster of 3 separate species, C2H10NO3 in total in a non-equilibrium geometry, computed with the ωB97M-V functional and the def2-TZVPD basis.

CARTESIAN COORDINATES (ANGSTROEM)
C  -0.6391  0.6398  1.5955
N  -0.5422  1.5771  0.4549
C  0.0814  1.0096  -0.8051
O  0.2309  -0.3342  -0.7981
H  -1.0309  1.2437  2.4187
H  0.3694  0.3281  1.8535
H  -1.2737  -0.2358  1.4540
H  -1.5243  1.7565  0.2523
H  1.0233  1.5804  -0.8932
H  -0.5792  1.3696  -1.6344
H  -1.5644  -3.0822  -0.5208
H  -1.1984  -1.6447  -0.1222
O  -1.1376  -2.5715  0.1665
H  1.7899  -0.5636  -1.0245
H  3.2992  -0.2579  -0.9336
O  2.6956  -0.8150  -1.4636

Results
Energy ... -362.67640 Ha
Energy above the lowest of the compared OMol25 structures with the same formula, charge and spin ... 0.843 eV
Charge ... -1
E_LUMO ... 4.1074 eV



A cluster of 2 separate species, C2H10NS in total, computed with the ωB97M-V functional and the def2-TZVPD basis.

CARTESIAN COORDINATES (ANGSTROEM)
N  2.4294  -0.1251  -0.1731
H  2.7259  -1.0918  -0.0164
H  1.5618  0.0642  0.3341
H  2.2146  -0.0065  -1.1682
H  3.1537  0.5397  0.1137
C  -1.4020  0.4153  1.0319
C  -1.3167  -0.5386  -0.1509
S  -0.5171  0.1076  -1.6464
H  -0.8986  1.3528  0.8358
H  -2.4360  0.6781  1.2475
H  -0.9693  -0.0121  1.9375
H  -2.2997  -0.9047  -0.4385
H  -0.7730  -1.4438  0.1177
H  -1.4729  0.9649  -2.0247

Results
Energy ... -534.87333 Ha
Energy above the lowest of the compared OMol25 structures with the same formula, charge and spin ... 0.420 eV
Charge ... +1
E_LUMO ... -4.1640 eV



A cluster of 2 separate species, C2H10NS2 in total in a non-equilibrium geometry, computed with the ωB97M-V functional and the def2-TZVPD basis.

CARTESIAN COORDINATES (ANGSTROEM)
C  0.1004  -2.6819  -0.9438
N  1.1818  -1.8294  -0.3553
H  0.4819  -3.6502  -1.2471
H  -0.5666  -2.9620  -0.1193
H  -0.6223  -2.0662  -1.4711
H  1.6867  -2.0738  0.5026
H  0.8075  -0.8860  -0.0723
H  1.8522  -1.6242  -1.1039
C  -1.8588  0.5925  0.8495
S  -0.6390  0.7628  -0.4632
S  0.8200  1.5777  0.7295
H  -1.5390  -0.1972  1.5250
H  -2.8183  0.3300  0.3904
H  -2.0236  1.5880  1.2582
H  1.3058  2.5087  -0.0947

Results
Multiplicity ... 2
Energy ... -932.58773 Ha
Energy above the lowest of the compared OMol25 structures with the same formula, charge and spin ... 1.744 eV
Charge ... +2
⟨S²⟩ ... 0.755
E_LUMO (alpha / beta) ... -9.1072 / -12.7627 eV



A cluster of 4 separate species, C2H10O2S2 in total in a non-equilibrium geometry, computed with the ωB97M-V functional and the def2-TZVPD basis.

CARTESIAN COORDINATES (ANGSTROEM)
C  1.2085  0.1236  -1.8618
C  -0.1565  -0.3811  -1.4102
S  -0.3219  -1.9477  -0.5513
S  0.3822  1.8888  0.7001
H  1.2366  0.2857  -2.9359
H  1.9810  -0.6131  -1.5985
H  1.4931  1.0187  -1.2996
H  -0.8000  -0.4144  -2.3051
H  -0.6897  0.3567  -0.7629
H  0.3485  2.7352  1.7394
H  1.0111  -0.0545  1.6443
H  1.1162  -1.4025  0.9817
O  1.3435  -0.9623  1.8025
H  -1.5414  1.2928  0.5752
H  -2.9998  1.4486  0.2411
O  -2.3873  0.7625  0.5304

Results
Energy ... -1028.85964 Ha
Energy above the lowest of the compared OMol25 structures with the same formula, charge and spin ... 5.422 eV
Charge ... 0
E_LUMO ... -4.8257 eV



A cluster of 2 separate species, C2H10O2Si2 in total in a non-equilibrium geometry, computed with the ωB97M-V functional and the def2-TZVPD basis.

CARTESIAN COORDINATES (ANGSTROEM)
C  -2.4669  -0.0456  -1.4303
Si  -2.2134  0.2172  0.3953
O  -1.8081  -0.5970  1.6009
O  -2.4706  1.7898  0.4035
H  -3.5637  0.2454  -1.5656
H  -1.8553  0.7007  -1.9332
H  -2.6236  -0.9716  -1.9646
H  -2.1268  2.3500  1.1043
C  2.0710  -1.3309  0.1988
Si  2.5974  0.3880  0.7593
H  1.2189  -1.4891  -0.3845
H  2.8723  -1.8163  -0.4897
H  1.9877  -2.0519  1.0271
H  2.4449  1.4007  -0.3945
H  1.7877  0.8071  1.9119
H  4.1483  0.4033  0.7613

Results
SMILES ... C[Si](=O)O.C[SiH3]
Energy ... -811.67886 Ha
Energy above the lowest of the compared OMol25 structures with the same formula, charge and spin ... 3.462 eV
Charge ... 0
E_LUMO ... 0.1478 eV



The molecule C2H10O2Si2 in a non-equilibrium geometry, computed with the ωB97M-V functional and the def2-TZVPD basis.

CARTESIAN COORDINATES (ANGSTROEM)
C  -0.5836  -0.0069  2.7025
Si  0.9616  -0.3871  1.6550
O  0.5373  -0.3429  0.0256
Si  0.6708  0.0994  -1.5075
C  -0.9750  -0.3193  -2.3588
O  0.6233  1.6825  -1.2319
H  -1.2040  0.8600  2.4271
H  -1.3747  -0.7671  2.8630
H  -0.3673  -0.1030  3.7998
H  2.1578  0.3299  1.8866
H  1.1508  -1.7457  2.0232
H  1.6544  -0.2964  -2.5368
H  -1.5817  -0.9318  -1.8164
H  -1.5974  0.5262  -2.8167
H  -0.6602  -0.9316  -3.1734
H  0.5878  2.3338  -1.9414

Results
SMILES ... C[SiH2]O[Si@@H](C)O
Energy ... -811.75671 Ha
Energy above the lowest of the compared OMol25 structures with the same formula, charge and spin ... 1.343 eV
Charge ... 0
E_LUMO ... 0.8135 eV



A cluster of 3 separate species, C2H10O3 in total, computed with the ωB97M-V functional and the def2-TZVPD basis.

CARTESIAN COORDINATES (ANGSTROEM)
C  11.5360  1.6817  -24.0563
O  10.5509  2.6727  -24.2694
H  11.0949  0.6859  -24.0878
H  12.3346  1.7622  -24.7978
H  11.9692  1.7696  -23.0488
H  10.9911  3.5041  -24.5047
C  10.3948  8.0549  -22.8673
O  9.8359  7.7107  -24.1359
H  11.4670  8.2795  -22.9059
H  9.8585  8.9060  -22.4449
H  10.3043  7.1924  -22.2082
H  10.0195  8.4394  -24.7369
O  11.5525  5.3056  -24.7455
H  11.4187  6.1045  -24.2222
H  11.1590  5.5211  -25.5971

Results
SMILES ... CO.CO.O
Energy ... -307.87755 Ha
Energy above the lowest of the compared OMol25 structures with the same formula, charge and spin ... 0.777 eV
Charge ... 0
E_LUMO ... 0.5196 eV



A cluster of 4 separate species, C2H10O4 in total in a non-equilibrium geometry, computed with the ωB97M-V functional and the def2-TZVPD basis.

CARTESIAN COORDINATES (ANGSTROEM)
C  1.4110  -0.6774  1.7875
C  1.9288  0.2777  0.7693
O  1.2082  0.9694  0.1032
H  1.1406  -1.5949  1.2395
H  0.4812  -0.3917  2.2860
H  2.1366  -1.0345  2.5109
H  3.0172  0.4588  0.7446
O  -1.4803  1.9483  0.2538
H  -0.6540  1.4990  -0.0117
H  -1.2077  2.7137  0.7660
O  -2.4067  0.0364  -1.7963
H  -2.9117  -0.3496  -1.0760
H  -2.6616  0.9621  -1.8519
O  0.4161  -1.6999  -1.8992
H  -0.2637  -1.7389  -1.2127
H  -0.1540  -1.3786  -2.6129

Results
SMILES ... CC=O.O.O.O
Energy ... -383.13914 Ha
Energy above the lowest of the compared OMol25 structures with the same formula, charge and spin ... 0.446 eV
Charge ... 0
E_LUMO ... 0.7756 eV